Record 1
Computed, not measured: a structure of composition C21H36N6O5SV, with ωB97M-V/def2-TZVPD.

Last column: Löwdin charge in e.
Positions of all 70 atoms, in Å:
V (-0.99, 0.68, 0.11)  0.699
O (-4.56, 0.07, -1.32)  -0.073
C (-3.87, -0.79, -0.44)  -0.262
C (-2.80, -1.68, -1.08)  -0.172
N (-1.49, -1.07, -1.41)  -0.190
C (-1.55, -0.37, -2.71)  -0.106
C (-2.08, 1.07, -2.64)  -0.674
O (-2.35, 1.62, -3.71)  -0.005
O (-2.17, 1.59, -1.47)  -0.146
C (-0.52, -2.18, -1.47)  -0.115
C (0.98, -1.83, -1.58)  -0.664
O (1.36, -1.05, -2.50)  -0.088
O (1.73, -2.41, -0.76)  -0.055
H (-4.02, 0.88, -1.37)  0.060
H (-3.44, -0.24, 0.40)  0.071
H (-4.62, -1.48, -0.03)  0.113
H (-2.61, -2.47, -0.35)  0.111
H (-3.22, -2.15, -1.98)  0.123
H (-0.54, -0.32, -3.10)  0.103
H (-2.16, -0.92, -3.43)  0.127
H (-0.62, -2.76, -0.56)  0.105
H (-0.76, -2.85, -2.32)  0.128
N (0.70, 1.41, -1.18)  -0.011
C (1.84, 1.91, -0.40)  -0.226
C (2.50, 0.79, 0.41)  -0.182
C (1.73, 0.35, 1.65)  -0.238
N (0.54, -0.45, 1.31)  -0.039
H (1.02, 0.73, -1.87)  0.053
H (0.23, 2.17, -1.66)  0.094
H (1.48, 2.68, 0.27)  0.103
H (2.61, 2.36, -1.05)  0.096
H (3.49, 1.14, 0.71)  0.100
H (2.65, -0.08, -0.25)  0.083
H (1.38, 1.22, 2.20)  0.097
H (2.40, -0.21, 2.31)  0.103
H (-0.07, -0.54, 2.12)  0.070
H (0.83, -1.36, 0.97)  0.063
C (-0.47, 3.85, 2.42)  -0.099
C (-1.49, 3.19, 3.30)  -0.255
C (-1.88, 3.77, 4.49)  -0.137
C (-2.83, 3.19, 5.34)  -0.186
C (-3.39, 1.98, 4.93)  -0.138
C (-3.05, 1.36, 3.75)  -0.260
C (-3.69, 0.07, 3.34)  -0.102
C (-2.03, 1.91, 2.86)  -0.388
N (-1.64, 1.32, 1.76)  -0.110
H (-0.21, 4.84, 2.79)  0.057
H (-0.84, 3.93, 1.39)  0.065
H (0.45, 3.25, 2.35)  0.041
H (-1.43, 4.73, 4.76)  0.080
H (-3.12, 3.67, 6.27)  0.050
H (-4.14, 1.51, 5.56)  0.079
H (-4.37, -0.29, 4.12)  0.054
H (-2.95, -0.70, 3.12)  0.055
H (-4.27, 0.20, 2.42)  0.058
C (4.15, 0.76, -3.33)  -0.057
N (4.70, -0.11, -2.33)  -0.148
C (4.47, -1.55, -2.37)  -0.119
C (4.94, -1.96, -0.98)  -0.147
N (5.93, -0.91, -0.71)  0.005
C (5.61, 0.22, -1.41)  -0.899
S (6.27, 1.73, -1.13)  0.504
H (4.72, 0.71, -4.26)  0.086
H (4.18, 1.78, -2.96)  0.051
H (3.12, 0.46, -3.52)  0.081
H (5.09, -2.00, -3.16)  0.121
H (3.41, -1.75, -2.54)  0.089
H (5.40, -2.95, -0.97)  0.109
H (4.10, -1.94, -0.29)  0.097
H (6.27, -0.75, 0.23)  0.110

Charge: -2
Highest occupied orbital energy (spin up / spin down) in hartree: 0.026 / -0.007
Spin multiplicity: 4

=====

Record 2
Computed, not measured: a cluster of 2 separate species, C5H16N3 in total, with ωB97M-V/def2-TZVPD.

Last column: Löwdin charge in e.
Positions of all 24 atoms, in Å:
C (2.37, -2.70, 0.22)  -0.153
C (1.11, -1.88, -0.04)  -0.189
H (3.16, -2.00, 0.51)  0.066
H (2.35, -3.41, 1.05)  0.070
H (2.72, -3.21, -0.68)  0.070
H (1.39, -0.95, -0.53)  0.045
H (0.62, -1.59, 0.89)  0.053
H (0.36, -2.42, -0.62)  0.067
C (-1.68, 0.30, 0.36)  -0.206
C (-2.19, 0.38, 1.79)  -0.068
C (-0.06, 1.68, -0.88)  -0.463
N (-0.42, 1.09, 0.24)  0.090
N (-0.17, 1.01, -2.04)  0.217
N (0.57, 2.85, -0.89)  0.218
H (-1.48, -0.74, 0.10)  0.101
H (-2.38, 0.71, -0.35)  0.122
H (-3.21, 0.01, 1.81)  0.089
H (-2.32, 1.41, 2.15)  0.088
H (-0.07, 1.48, 1.10)  0.157
H (-0.51, 0.06, -2.08)  0.125
H (-0.38, 1.55, -2.87)  0.142
H (0.54, 3.47, -0.10)  0.137
H (1.25, 3.08, -1.59)  0.138
H (-1.55, -0.17, 2.47)  0.083

Charge: +1
Highest occupied orbital energy in hartree: -0.538

=====

> Which formula does entry 2 have?

C5H16N3

=====

> Which value of charge does entry 1 give?

-2